i) ORCA calculation (ωB97M-V/def2-TZVPD) on 2 unconnected molecules or ions with the total composition CH4IN2.

Positions of all 8 atoms, in Å:
C1 -0.28 -0.10 -0.20
N1 0.19 -1.04 -1.03
N2 0.35 0.54 0.71
I1 -0.95 2.16 2.78
H1 -1.43 0.19 -0.25
H2 -0.32 -1.33 -1.85
H3 1.17 -1.26 -0.93
H4 1.28 0.84 0.76

- Net charge: +1
- LUMO energy (spin up / spin down): -8.474 / -8.447 eV
- Molecular weight: 171.0 Da
- Frontier orbital gap (spin up / spin down): 0.2359 / 0.2455 hartree

Atomic partial charges in e from the Mulliken method, atoms 1 to 2: number 1, C, carries 0.258; number 2, N, carries -0.337

---

ii) ORCA calculation (ωB97M-V/def2-TZVPD) on a gas-phase ion, CH4IN2 (charge +1).

Positions of all 8 atoms, in Å:
N1 -0.77 -1.16 -0.10
C1 -0.34 0.41 0.08
N2 0.79 0.91 -0.13
I1 2.49 -0.24 -0.26
H1 -1.70 -0.99 0.20
H2 -0.37 -1.95 0.26
H3 -1.18 1.09 0.11
H4 1.09 1.94 -0.15

- Net charge: +1
- LUMO energy: -5.635 eV
- Molecular weight: 171.0 Da
- Frontier orbital gap: 0.3424 hartree
- SMILES: [NH2+]=CNI

Atomic partial charges in e from the Mulliken method, atoms 1 to 2: number 1, N, carries -0.418; number 2, C, carries 0.165

---

Which one is most stable, and which one is least stable? ii) is the most stable of them, while i) is the least stable.

---

i) ORCA calculation (ωB97M-V/def2-TZVPD) on a single C3H5N3O molecule.

Positions of all 12 atoms, in Å:
N1 1.66 -1.14 0.16
N2 0.42 -0.54 -0.07
N3 -0.72 -1.20 -0.22
C1 -1.74 -0.34 0.12
C2 -1.23 0.94 0.24
C3 0.16 0.83 -0.04
O1 1.08 1.73 -0.20
H1 1.67 -1.46 1.14
H2 2.26 -0.31 0.12
H3 -0.73 -1.69 -1.12
H4 -2.73 -0.62 0.04
H5 -1.74 1.87 0.47

- LUMO energy: 0.697 eV
- Molecular weight: 99.1 Da
- Frontier orbital gap: 0.3406 hartree
- SMILES: Nn1[nH]ccc1=O

Atomic partial charges in e from the Mulliken method, atoms 1 to 2: number 1, N, carries -0.744; number 2, N, carries 0.552

---

ii) ORCA calculation (ωB97M-V/def2-TZVPD) on a single C3H5N3O molecule.

Positions of all 12 atoms, in Å:
O1 -2.17 0.84 -0.66
C1 -1.66 -0.18 0.16
C2 -0.16 -0.24 0.12
N1 0.58 0.77 -0.26
N2 1.86 0.67 -0.09
C3 1.77 -1.39 0.59
N3 0.55 -1.35 0.50
H1 -1.57 1.59 -0.60
H2 -2.06 -1.13 -0.19
H3 -1.98 -0.06 1.21
H4 2.35 1.35 -0.66
H5 2.49 -0.86 -0.14

- LUMO energy (spin up / spin down): -0.111 / -0.111 eV
- Molecular weight: 99.1 Da
- Frontier orbital gap (spin up / spin down): 0.3268 / 0.3269 hartree

Atomic partial charges in e from the Mulliken method, atoms 1 to 2: number 1, O, carries -0.514; number 2, C, carries -0.280

---

Which one is most stable, and which one is least stable? i) is the most stable of them, while ii) is the least stable.

---

i) ORCA calculation (ωB97M-V/def2-TZVPD) on a single C3H5N3O molecule.

Positions of all 12 atoms, in Å:
C1 -1.95 0.17 0.10
O1 -0.88 -0.71 -0.15
C2 0.39 -0.32 -0.22
C3 1.45 -1.16 -0.02
N1 2.56 -0.48 0.02
N2 2.30 0.81 0.07
N3 0.85 0.91 -0.04
H1 -2.76 -0.45 0.34
H2 -1.77 0.71 1.11
H3 -2.36 0.81 -0.78
H4 1.54 -2.18 0.14
H5 0.62 1.89 -0.58

- LUMO energy: 0.591 eV
- Molecular weight: 99.1 Da
- Frontier orbital gap: 0.3467 hartree
- SMILES: COc1cnn[nH]1

Atomic partial charges in e from the Mulliken method, atoms 1 to 2: number 1, C, carries -0.673; number 2, O, carries -0.353

---

ii) ORCA calculation (ωB97M-V/def2-TZVPD) on a single C3H5N3O molecule.

Positions of all 12 atoms, in Å:
C1 -2.08 0.23 0.01
O1 -1.08 -0.81 -0.01
C2 0.16 -0.33 -0.05
N1 0.59 0.90 -0.03
C3 1.95 0.77 0.01
N2 2.40 -0.47 0.02
N3 1.23 -1.19 0.00
H1 -3.03 -0.26 0.07
H2 -1.96 0.86 -0.86
H3 -1.95 0.86 0.89
H4 2.60 1.65 -0.01
H5 1.17 -2.19 -0.04

- LUMO energy: 0.876 eV
- Molecular weight: 99.1 Da
- Frontier orbital gap: 0.3755 hartree
- SMILES: COc1ncn[nH]1

Atomic partial charges in e from the Mulliken method, atoms 1 to 2: number 1, C, carries -0.650; number 2, O, carries -0.388

---

Which one is most stable, and which one is least stable? ii) is the most stable of them, while i) is the least stable.

---

i) ORCA calculation (ωB97M-V/def2-TZVPD) on a single C3H5N3O molecule.

Positions of all 12 atoms, in Å:
O1 1.58 0.51 1.85
C1 1.24 0.98 0.56
C2 0.10 0.23 -0.06
N1 -1.16 0.72 -0.15
C3 -1.83 -0.26 -0.71
N2 -1.00 -1.30 -0.93
N3 0.24 -1.00 -0.53
H1 1.87 -0.41 1.75
H2 2.11 0.95 -0.11
H3 0.93 2.02 0.67
H4 -2.88 -0.26 -0.97
H5 -1.20 -2.19 -1.37

- LUMO energy: 0.861 eV
- Molecular weight: 99.1 Da
- Frontier orbital gap: 0.4033 hartree
- SMILES: OCc1nc[nH]n1

Atomic partial charges in e from the Mulliken method, atoms 1 to 2: number 1, O, carries -0.514; number 2, C, carries -0.506

---

ii) ORCA calculation (ωB97M-V/def2-TZVPD) on a molecular structure, C3H5N3O.

Positions of all 12 atoms, in Å:
N1 2.08 0.16 0.01
C1 0.62 0.03 0.00
C2 0.22 -1.27 -0.18
N2 -1.15 -1.04 -0.13
C3 -1.42 0.28 0.05
O1 -2.70 0.69 0.12
N3 -0.34 1.02 0.14
H1 2.52 0.44 0.88
H2 2.51 0.67 -0.77
H3 2.21 -0.87 -0.14
H4 -1.86 -1.76 -0.23
H5 -2.69 1.65 0.24

- LUMO energy: 0.373 eV
- Molecular weight: 99.1 Da
- Frontier orbital gap: 0.2893 hartree

Atomic partial charges in e from the Mulliken method, atoms 1 to 2: number 1, N, carries -0.188; number 2, C, carries 0.211

---

Which one is most stable, and which one is least stable? i) is the most stable of them, while ii) is the least stable.